{"formula": "C27H57N2O11P", "method": "ωB97M-V with the def2-TZVPD basis set", "gap_ev": 7.136, "energy_ev": -63697.9677, "mol_weight_g_mol": 616.73, "de_lowest_kj_mol": 1635.3, "max_force_ev_per_a": 9.22, "lumo_ev": -1.9, "symbols": ["H", "H", "H", "H", "H", "C", "N", "O", "P", "C", "H", "C", "H", "C", "H", "H", "H", "H", "H", "H", "H", "H", "C", "O", "O", "H", "H", "H", "C", "O", "H", "C", "C", "H", "C", "O", "H", "H", "H", "C", "C", "H", "H", "O", "C", "H", "H", "C", "H", "O", "H", "C", "H", "O", "C", "C", "H", "H", "H", "H", "H", "O", "H", "N", "C", "O", "H", "H", "H", "H", "H", "H", "H", "C", "C", "H", "H", "C", "C", "H", "H", "C", "C", "C", "O", "H", "C", "H", "H", "H", "H", "H", "H", "H", "C", "C", "H", "H"], "positions_angstrom": [[1.633, 5.225, -3.654], [-7.050, 8.092, 3.713], [-4.121, -2.431, 2.975], [-5.285, 1.054, -0.872], [5.328, -1.763, -5.348], [-0.239, -2.509, -0.098], [4.848, 1.626, -1.744], [2.734, 1.876, -0.253], [5.858, -2.671, -4.331], [-4.606, -2.948, 3.810], [0.751, -4.512, 1.142], [4.648, -0.762, -2.227], [-0.239, 4.155, 0.431], [9.193, -2.364, -0.841], [9.691, -3.311, -2.940], [0.380, -2.559, -1.000], [3.638, -4.113, 0.602], [-8.863, 5.207, 4.731], [0.622, 1.809, 0.643], [-6.868, -3.393, 2.708], [3.265, 4.801, -3.100], [-1.809, 3.629, 1.082], [-0.733, 3.428, 1.082], [1.717, 4.056, -1.978], [-6.786, -2.450, 2.929], [2.928, -1.333, 1.289], [0.411, -2.175, 0.717], [-0.381, 3.575, 2.108], [-7.544, 7.365, 4.364], [-1.098, 1.086, 1.482], [8.481, -1.435, -0.828], [-6.322, 0.769, -0.676], [5.035, -5.043, -1.923], [-6.189, 5.745, 3.925], [2.249, 4.420, -3.243], [-7.909, 5.022, 4.764], [-5.427, 2.996, 0.889], [11.170, -2.258, -2.173], [-6.899, 1.576, 2.144], [4.622, -3.481, -1.538], [-6.938, 0.132, -1.905], [-5.642, 3.529, 3.116], [-1.025, -1.764, -0.250], [-4.651, 2.844, 1.455], [-7.264, 5.949, 3.903], [-8.620, 7.566, 4.364], [-3.963, -2.874, 4.692], [-5.970, -2.350, 4.086], [-4.257, 2.464, 3.426], [9.201, -4.830, -0.155], [-7.963, 1.674, -0.143], [2.244, 3.222, -4.170], [4.360, -5.835, -1.358], [6.960, -4.000, -0.598], [-6.043, 1.425, 2.809], [6.629, -5.195, -1.440], [-1.445, -3.828, 1.122], [-5.519, 0.531, 2.456], [7.365, -5.337, -2.339], [2.843, 2.406, -3.752], [-7.984, -0.135, -1.720], [0.201, -4.819, 0.401], [5.657, 1.265, -1.153], [7.464, -2.475, -4.297], [3.698, 1.142, -0.837], [-7.045, 1.939, -0.323], [5.590, -4.047, -4.749], [-7.624, 5.790, 2.882], [2.276, 3.346, -1.617], [2.648, 3.487, -5.151], [-4.695, -4.001, 3.525], [-6.411, 1.243, 3.822], [-7.192, 7.512, 5.390], [3.481, -1.630, 0.301], [-0.453, 2.013, 0.621], [-6.466, -2.869, 4.912], [-6.932, 0.833, -2.746], [-5.122, 2.628, 2.777], [4.886, 0.683, -2.965], [9.646, -1.418, -2.896], [4.914, -5.267, -3.070], [-0.835, -3.867, 0.214], [10.009, -2.372, -2.278], [3.871, -3.203, -0.108], [5.088, 1.017, -4.243], [7.916, -3.394, -4.552], [3.896, -0.485, -0.797], [-5.878, -1.292, 4.349], [-1.466, -4.207, -0.612], [9.996, -2.211, 0.009], [-0.814, 1.854, -0.400], [1.227, 2.838, -4.297], [-6.336, 0.078, 0.172], [-2.052, 1.270, 1.448], [5.019, -2.302, -2.650], [8.415, -3.792, -0.535], [6.665, -6.113, -0.712], [-6.390, -0.770, -2.193]], "atomic_forces_ev_per_a": [[0.019, -0.080, 0.192], [-0.090, 0.002, 0.067], [-0.068, 0.024, 0.153], [-0.196, 0.132, 0.142], [-0.375, -0.748, 1.240], [-0.088, 0.164, -0.190], [-0.886, -0.694, 0.086], [6.777, -4.587, -4.035], [2.334, 0.156, 0.136], [0.246, 0.037, 0.035], [-0.357, -0.161, -0.402], [-1.110, -3.238, 1.905], [-0.046, -0.037, 0.040], [-0.046, 0.243, 0.248], [1.008, 2.099, 1.594], [-0.129, -0.040, 0.061], [0.527, 2.136, -1.626], [0.533, -0.123, 0.039], [-0.320, -0.121, 0.063], [0.033, 0.533, 0.105], [0.052, 0.074, -0.208], [0.046, -0.017, -0.100], [0.037, 0.276, -0.023], [0.000, -0.009, 0.105], [-0.282, -0.179, -0.277], [1.237, -0.661, -2.185], [-0.179, 0.062, 0.017], [0.058, -0.066, -0.136], [0.116, 0.231, 0.036], [-0.425, -0.454, 0.209], [1.110, -2.060, 0.015], [-0.169, -0.336, -0.142], [0.325, 0.954, 0.623], [-0.199, -0.123, 0.080], [0.030, -0.326, 0.207], [-0.321, -0.258, 0.104], [0.246, -0.180, 0.182], [-2.332, -0.615, 0.077], [0.097, 0.050, 0.198], [-1.085, 2.003, 0.247], [0.021, -0.051, -0.219], [-0.019, -0.085, 0.220], [0.152, 0.039, 0.089], [0.175, 0.159, -0.326], [-0.294, 0.194, 0.073], [0.074, 0.016, -0.119], [0.000, -0.064, -0.092], [0.121, -0.299, -0.086], [-0.001, 0.098, -0.197], [-5.152, 6.286, -2.644], [0.481, 0.192, -0.093], [-0.079, -0.079, -0.225], [1.405, 1.943, -1.024], [3.457, -0.043, -1.679], [-0.148, -0.194, 0.192], [-0.814, -1.182, 0.697], [-0.170, 0.102, -0.081], [0.006, 0.091, 0.104], [-1.411, 0.486, 1.825], [0.045, 0.176, -0.118], [0.101, -0.099, 0.035], [0.391, -0.316, 0.248], [-0.875, 0.820, -1.087], [-1.180, -1.471, -0.202], [-3.865, 0.703, 2.421], [-0.334, 0.370, 0.172], [-0.682, 1.213, 0.440], [0.163, 0.112, -0.122], [-0.279, 0.341, 0.064], [0.027, -0.130, 0.050], [0.004, 0.029, 0.134], [-0.021, -0.012, -0.070], [0.036, -0.053, -0.170], [2.017, -1.100, -4.296], [-0.124, 0.297, 0.045], [0.116, 0.082, 0.164], [0.091, -0.090, 0.116], [-0.297, -0.061, -0.200], [0.721, -0.124, -3.765], [0.735, -2.240, 1.350], [0.285, 0.666, 2.318], [0.204, 0.324, 0.139], [-0.884, 0.519, -1.072], [1.015, 3.688, -2.741], [-1.333, -2.303, 8.832], [-0.575, 1.340, 0.457], [0.612, -1.941, -1.102], [-0.160, -0.132, -0.165], [0.185, -0.135, 0.138], [-1.899, -0.617, -1.557], [0.146, 0.133, -0.121], [0.079, 0.146, 0.000], [0.158, -0.106, -0.081], [0.442, -0.011, 0.026], [-2.903, 1.484, 3.949], [3.796, -4.852, 2.141], [0.215, 1.632, -1.662], [-0.103, 0.045, 0.003]]}

{"formula": "C27H57N2OP3Ru", "method": "ωB97M-V with the def2-TZVPD basis set", "gap_ev": [5.907, 6.993], "s_squared": 6.058, "energy_ev": -64397.1478, "mol_weight_g_mol": 619.76, "spin_multiplicity": 5, "max_force_ev_per_a": 5.49, "lumo_ev": [0.6, 0.0], "symbols": ["H", "C", "C", "C", "H", "H", "C", "H", "H", "H", "H", "C", "H", "H", "C", "C", "H", "H", "H", "C", "O", "C", "C", "H", "H", "C", "C", "N", "H", "C", "H", "C", "C", "C", "H", "P", "H", "H", "H", "H", "H", "H", "H", "H", "H", "H", "H", "C", "C", "H", "H", "C", "H", "H", "H", "H", "C", "H", "C", "H", "C", "H", "H", "C", "H", "H", "C", "H", "C", "Ru", "H", "P", "H", "N", "P", "H", "H", "H", "H", "H", "H", "H", "C", "H", "H", "C", "H", "H", "H", "H", "H"], "positions_angstrom": [[5.636, -2.312, -1.332], [0.618, 1.702, 5.100], [3.422, -0.418, 5.373], [-2.487, 0.969, 0.644], [1.109, -0.359, -2.139], [0.993, -3.125, 4.322], [0.093, -2.571, 4.031], [0.604, 2.496, 7.108], [-0.190, -4.279, 0.297], [4.704, -2.225, -3.650], [3.062, -1.295, 5.926], [2.848, -1.316, -3.045], [-0.533, -2.139, -2.171], [-1.970, 0.270, 1.439], [2.941, -1.598, 3.206], [4.121, -1.846, -2.812], [-2.225, -1.768, 4.915], [-2.197, -2.540, -1.657], [-3.454, -0.646, -0.473], [2.734, 2.485, -0.295], [-1.454, 1.105, -0.287], [0.352, 2.941, -1.721], [-0.110, -1.314, 4.895], [2.420, -1.536, 2.238], [-1.953, -2.752, 2.185], [-3.694, 0.322, -0.024], [-2.219, -2.557, 1.139], [0.297, 0.221, 2.663], [1.841, 2.912, 3.731], [0.235, -1.666, 6.353], [3.006, 2.132, -1.298], [2.090, -0.822, -1.994], [3.428, 0.790, 3.138], [2.581, -0.910, -0.651], [1.388, 0.918, 7.027], [0.910, 2.348, -0.078], [-0.596, 3.885, 1.036], [-4.511, 0.207, 0.701], [-0.829, 3.297, 5.065], [-0.231, -2.639, 6.572], [-2.310, 2.380, 2.276], [-1.869, -0.154, 5.552], [4.265, -1.433, 0.586], [3.261, 1.869, 0.438], [2.427, -1.285, -4.050], [-2.605, 3.144, 0.693], [0.139, -2.320, 2.962], [-2.845, 2.284, 1.326], [4.645, -1.896, -1.510], [1.392, 3.707, 5.241], [4.012, -1.716, 2.985], [0.492, 3.746, 1.024], [-1.800, -0.462, 3.793], [0.967, 3.786, -2.066], [0.978, 4.665, 0.665], [1.315, -1.771, 6.518], [-1.358, -1.844, -1.513], [-1.585, 1.715, 4.880], [0.549, 1.505, 6.631], [4.393, 0.402, 2.777], [0.365, -3.334, 0.214], [3.641, 1.712, 3.685], [0.939, -3.338, -0.720], [2.750, -0.295, 3.993], [3.290, 0.478, 5.994], [-3.918, 2.298, 1.549], [3.902, -1.428, -0.443], [-0.167, -0.941, 7.068], [-0.706, 2.305, 4.604], [0.115, 0.138, 0.835], [-4.037, 0.988, -0.826], [-0.774, -1.892, 0.225], [-0.761, -3.250, 4.175], [1.836, -0.521, 0.385], [0.928, 0.083, 4.198], [0.835, 3.535, 2.045], [3.051, 3.531, -0.181], [-1.663, -0.822, -1.769], [2.633, -2.491, 3.757], [-3.040, -1.833, 1.126], [-2.562, -3.490, 0.668], [-0.696, 2.445, 3.517], [-1.584, -0.883, 4.784], [4.503, -0.553, 5.211], [2.815, 1.009, 2.255], [1.710, 2.745, 4.808], [0.449, 2.111, -2.431], [-0.399, 1.055, 6.953], [1.076, -3.266, 1.044], [2.665, 2.492, 5.287], [-0.701, 3.240, -1.665]], "atomic_forces_ev_per_a": [[-0.176, 0.109, -0.107], [0.011, -0.018, 0.664], [0.446, -0.017, -0.129], [1.204, -1.071, 0.424], [0.300, -0.242, -0.006], [-0.308, 0.158, -0.109], [-0.015, -0.140, -0.210], [-0.047, -0.202, -0.108], [0.106, 0.222, -0.078], [-0.103, 0.065, 0.217], [0.162, 0.281, -0.152], [-0.186, 0.146, 0.129], [-0.143, 0.038, 0.146], [-2.115, 0.782, -0.371], [-0.105, -0.312, -0.151], [0.063, -0.153, -0.101], [0.172, 0.144, 0.097], [0.179, 0.139, -0.064], [-0.090, 0.256, 0.091], [0.034, 0.313, 0.125], [-0.463, 0.373, -0.120], [-0.152, 0.015, 0.036], [0.320, 0.049, 0.665], [0.096, -0.047, 0.356], [-0.010, 0.036, -0.281], [-0.245, 0.147, 0.262], [-0.180, -0.068, 0.049], [0.856, 0.470, 5.400], [0.115, -0.161, 0.342], [-0.279, -0.350, 0.148], [-0.073, 0.029, 0.234], [0.383, -0.199, 0.168], [0.019, 0.260, -0.054], [-0.317, 0.326, -0.588], [-0.263, 0.079, -0.091], [0.283, -0.523, 0.197], [0.299, -0.065, 0.026], [-0.016, -0.142, -0.166], [0.091, -0.194, 0.004], [0.129, 0.196, 0.082], [-0.048, 0.137, -0.186], [0.103, -0.175, -0.130], [0.007, -0.113, -0.356], [-0.096, 0.096, -0.149], [0.255, -0.001, 0.123], [-0.095, -0.223, -0.063], [0.104, -0.049, 0.353], [-0.346, -0.072, 0.422], [-0.099, 0.083, -0.068], [-0.018, -0.289, -0.056], [-0.156, 0.091, 0.155], [0.133, 0.239, -0.083], [0.110, -0.083, 0.244], [-0.121, -0.229, 0.170], [-0.171, -0.133, 0.109], [-0.388, -0.019, -0.015], [-0.163, -0.158, -0.146], [0.249, 0.096, -0.180], [0.020, 0.352, 0.157], [-0.233, 0.005, 0.123], [-0.043, -0.166, 0.062], [-0.054, -0.258, -0.157], [-0.074, 0.055, 0.207], [0.284, -0.130, 0.884], [0.036, -0.223, -0.135], [0.108, 0.186, 0.071], [-0.495, 0.178, 0.015], [0.179, -0.247, -0.200], [-0.146, 0.198, -0.071], [2.216, 1.013, -3.871], [0.056, -0.058, 0.097], [-0.050, -0.833, -0.441], [0.145, 0.193, 0.096], [0.190, -0.469, 0.601], [-1.685, 0.398, -4.615], [-0.112, 0.023, -0.299], [0.013, -0.203, -0.124], [0.051, -0.232, 0.165], [0.116, 0.229, -0.088], [0.224, -0.183, 0.050], [0.101, 0.205, 0.143], [0.036, -0.182, 0.302], [-0.226, -0.078, -0.090], [-0.184, 0.026, 0.139], [0.108, -0.064, 0.250], [0.014, 0.194, 0.061], [-0.074, 0.208, 0.107], [0.293, 0.057, -0.141], [-0.129, 0.026, -0.120], [-0.198, 0.049, -0.263], [0.270, -0.193, -0.035]]}